Record 1
Entry from OMol25: 3 unconnected molecules or ions with the total composition CH8O2S2 (wB97M-V/def2-TZVPD).

Each line ends with the natural charge from an NBO analysis.
Geometry (Å):
1 C 1.11159 -0.63749 -2.02256  -0.73
2 S -0.57330 -0.99324 -1.36388  0.07
3 S -1.36481 0.91257 -0.98576  -0.15
4 H 1.24141 0.43631 -2.10633  0.24
5 H 1.26916 -1.18290 -2.94619  0.22
6 H 1.83201 -0.94935 -1.26822  0.23
7 H -1.48763 0.70962 0.35260  0.12
8 H 1.84585 0.64024 1.16663  0.47
9 H 0.94225 1.50138 0.35416  0.47
10 O 1.87169 1.31700 0.49192  -0.94
11 H -2.40236 -0.53117 3.51383  0.47
12 H -2.40756 -0.39918 2.05689  0.46
13 O -1.87830 -0.82379 2.75692  -0.92

Calculated values
LUMO level: 0.008 Ha
DFT total energy: -26931.9677 eV
Kohn-Sham gap: 9.172 eV
Net charge: 0
2S+1: 1
HOMO: -8.95 eV
Strongest force on any atom: 1.17 eV Å⁻¹
SMILES: CSS.O.O
Energy above the lowest of the compared OMol25 structures with the same formula, charge and spin: 52.77 kJ/mol

=====

Record 2
Entry from OMol25: 3 unconnected molecules or ions with the total composition CH8O2S2 (wB97M-V/def2-TZVPD).

Each line ends with the natural charge from an NBO analysis.
Geometry (Å):
1 C -1.24830 0.61919 1.01031  -0.77
2 S -2.36927 1.73001 0.15329  0.12
3 S -2.11836 1.11815 -1.85906  -0.17
4 H -1.70474 0.55447 2.01462  0.23
5 H -1.11791 -0.39771 0.65838  0.23
6 H -0.27385 1.12174 1.10022  0.23
7 H -1.20816 2.00652 -2.33741  0.13
8 H 1.87794 -1.31666 0.34401  0.48
9 H 2.32403 -1.64910 1.76319  0.46
10 O 2.17725 -0.92027 1.17641  -0.98
11 H 0.60898 -0.53824 -1.05840  0.49
12 H 1.91132 -1.00520 -1.72682  0.48
13 O 1.14106 -1.32290 -1.23874  -0.94

Calculated values
LUMO level: 0.012 Ha
DFT total energy: -26932.1495 eV
Kohn-Sham gap: 9.584 eV
Net charge: 0
2S+1: 1
HOMO: -9.27 eV
Strongest force on any atom: 1.62 eV Å⁻¹
SMILES: CSS.O.O
Energy above the lowest of the compared OMol25 structures with the same formula, charge and spin: 35.23 kJ/mol

=====

Record 3
Entry from OMol25: a single CH8O4Si2 molecule (wB97M-V/def2-TZVPD).

Each line ends with the natural charge from an NBO analysis.
Geometry (Å):
1 C 0.67567 -0.66712 2.11658  -1.10
2 O -1.77337 0.89856 -2.25119  -1.08
3 O -1.11589 -1.30163 -1.16234  -1.10
4 O 0.82216 0.32500 -2.24753  -1.09
5 O -0.47687 0.94073 -0.02652  -1.26
6 Si 0.54963 1.14029 1.23796  1.45
7 Si -0.52827 0.18528 -1.42474  2.42
8 H 1.23246 -1.55378 1.87898  0.24
9 H 0.58848 -0.58206 3.19023  0.23
10 H -0.35476 -0.99599 1.79300  0.22
11 H -1.98860 0.53228 -3.06816  0.49
12 H -0.61444 -1.92495 -0.63259  0.50
13 H 1.25994 -0.58283 -2.38142  0.51
14 H -0.12921 2.16588 2.09199  -0.19
15 H 1.85307 1.42034 0.88574  -0.23

Calculated values
LUMO level: 0.008 Ha
DFT total energy: -25117.9065 eV
Kohn-Sham gap: 10.791 eV
Net charge: 0
2S+1: 1
HOMO: -10.57 eV
Strongest force on any atom: 3.92 eV Å⁻¹
SMILES: C[SiH2]O[Si](O)(O)O
Energy above the lowest of the compared OMol25 structures with the same formula, charge and spin: 2.18 kJ/mol

=====

Record 4
Entry from OMol25: a single CH8OSi2 molecule (wB97M-V/def2-TZVPD).

Each line ends with the natural charge from an NBO analysis.
Geometry (Å):
1 C 1.11788 -0.09319 -1.18646  -0.51
2 O -0.24725 0.00224 -2.25059  -0.75
3 Si -1.22793 0.65366 1.18625  0.37
4 Si 0.57958 -0.65224 0.53064  0.66
5 H 1.80054 -0.73244 -1.76955  0.22
6 H 1.62305 0.88078 -0.95275  0.22
7 H -0.79379 -0.62812 -1.74992  0.45
8 H -1.28512 0.25774 2.59828  -0.14
9 H -2.62139 0.59158 0.52814  -0.10
10 H -1.03704 2.03566 1.23085  -0.14
11 H 1.97765 -0.37888 1.09799  -0.12
12 H 0.11382 -1.93679 0.73713  -0.16

Calculated values
LUMO level: 0.017 Ha
DFT total energy: -18966.3846 eV
Kohn-Sham gap: 11.025 eV
Net charge: 0
2S+1: 1
HOMO: -10.55 eV
Strongest force on any atom: 4.23 eV Å⁻¹
SMILES: OC[SiH2][SiH3]
Energy above the lowest of the compared OMol25 structures with the same formula, charge and spin: 176.47 kJ/mol

=====

Record 5
Entry from OMol25: a single CH8OSi2 molecule (wB97M-V/def2-TZVPD).

Each line ends with the natural charge from an NBO analysis.
Geometry (Å):
1 C -0.26766 0.28666 -0.17726  -0.69
2 O 0.32883 1.59519 -0.27467  -0.74
3 Si -0.32397 -0.20538 1.68576  0.84
4 Si 0.55977 -0.67741 -1.59538  0.89
5 H -1.45373 0.50537 2.39842  -0.16
6 H -0.17539 2.21472 0.26269  0.47
7 H -1.32457 0.37296 -0.48944  0.20
8 H -0.50550 -1.64899 1.81098  -0.16
9 H 0.95363 0.20965 2.26666  -0.16
10 H 0.23393 0.05830 -2.81885  -0.16
11 H 2.01722 -0.70127 -1.42262  -0.16
12 H -0.04254 -2.00979 -1.64628  -0.17

Calculated values
LUMO level: 0.030 Ha
DFT total energy: -18967.7805 eV
Kohn-Sham gap: 10.714 eV
Net charge: 0
2S+1: 1
HOMO: -9.90 eV
Strongest force on any atom: 0.84 eV Å⁻¹
SMILES: OC([SiH3])[SiH3]
Energy above the lowest of the compared OMol25 structures with the same formula, charge and spin: 41.79 kJ/mol

=====

Record 6
Entry from OMol25: 2 unconnected molecules or ions with the total composition CH9BFN3O5P (wB97M-V/def2-TZVPD).

Each line ends with the natural charge from an NBO analysis.
Geometry (Å):
1 N 0.88218 0.92463 1.18693  -1.05
2 B 0.10062 1.01516 0.03707  1.11
3 O 0.37662 1.62451 -1.13566  -0.90
4 N -1.28873 0.26631 0.01669  -0.45
5 F -1.19953 -1.04345 0.48151  -0.20
6 P -2.73161 1.03979 1.16264  1.60
7 O -2.38561 2.56285 0.75972  -1.00
8 O -3.94371 0.76532 0.20440  -0.98
9 H 0.47788 0.50954 2.01802  0.41
10 H 1.40408 1.75891 1.42906  0.43
11 H 0.16957 2.54018 -1.33080  0.54
12 H -1.59834 0.17962 -0.95663  0.42
13 H -1.74061 3.01555 1.31724  0.53
14 H -4.01350 1.18071 -0.67071  0.53
15 C 1.93387 -1.86546 -0.27553  -0.49
16 N 2.57588 -2.93412 -1.09738  0.53
17 O 3.19054 -3.79839 -0.51852  -0.35
18 O 2.42002 -2.84354 -2.29660  -0.37
19 H 2.13520 -2.05952 0.77151  0.23
20 H 2.36167 -0.92216 -0.60169  0.23
21 H 0.87350 -1.91644 -0.50127  0.21

Calculated values
LUMO level: -0.160 Ha
DFT total energy: -28565.6993 eV
Kohn-Sham gap: 9.127 eV
Net charge: +1
2S+1: 1
HOMO: -13.48 eV
Strongest force on any atom: 1.40 eV Å⁻¹